Here is a molecular structure, C47H53N3O4P3S2Se4V from the OMol25 dataset. Energies are from ωB97M-V/def2-TZVPD.

Computed properties:
ΔE to the lowest compared entry with this formula, charge and spin	240.3	kJ/mol
expectation value of S²	2.045
multiplicity	3
gap between HOMO and LUMO (spin up / spin down)	5.4980 / 5.7220	eV
charge	+2

The geometry in XYZ format:
```
117
C47H53N3O4P3S2Se4V ωB97M-V/def2-TZVPD
V 1.1620 0.5691 0.2644
O -0.7886 1.2782 0.4439
P -1.5137 1.5305 1.7325
C -0.4379 1.4345 3.2068
P 0.7388 0.0086 3.1513
O 0.6127 -0.7932 1.9011
C 2.3588 0.7557 3.4929
C 2.4916 1.9033 4.2737
C 3.7466 2.4340 4.5115
C 4.8713 1.8121 3.9931
C 4.7465 0.6396 3.2620
C 3.4933 0.1071 3.0194
C 0.3862 -1.0343 4.5798
C 0.2302 -2.4007 4.3930
C 0.0650 -3.2337 5.4841
C 0.0637 -2.6986 6.7626
C 0.2185 -1.3336 6.9517
C 0.3873 -0.4994 5.8636
C -2.1477 3.2356 1.7822
C -3.5100 3.5099 1.7953
C -3.9510 4.8211 1.8432
C -3.0372 5.8621 1.8781
C -1.6775 5.5931 1.8470
C -1.2319 4.2853 1.7960
C -2.9054 0.3948 1.9581
C -3.3574 -0.3098 0.8494
C -4.4725 -1.1230 0.9458
C -5.1459 -1.2253 2.1527
C -4.7009 -0.5195 3.2597
C -3.5852 0.2925 3.1683
H -1.0540 1.3964 4.1057
H 0.1309 2.3703 3.2188
H 1.6280 2.3920 4.7024
H 3.8402 3.3283 5.1103
H 5.8492 2.2329 4.1666
H 5.6283 0.1456 2.8843
H 3.3830 -0.8206 2.4695
H 0.2387 -2.8005 3.3884
H -0.0562 -4.2965 5.3384
H -0.0521 -3.3491 7.6143
H 0.2154 -0.9235 7.9502
H 0.5302 0.5604 6.0140
H -4.2240 2.6990 1.7748
H -5.0089 5.0332 1.8660
H -3.3800 6.8833 1.9318
H -0.9645 6.4029 1.8749
H -0.1665 4.0845 1.7577
H -2.8139 -0.2189 -0.0819
H -4.8218 -1.6694 0.0826
H -6.0248 -1.8453 2.2313
H -5.2354 -0.5928 4.1934
H -3.2632 0.8508 4.0350
Se 2.0828 2.6432 0.9142
Se 5.4533 1.1887 -0.2165
Se 4.3640 2.0407 -1.9502
Se 2.0150 2.2220 -1.3131
O -0.0546 -1.0561 -1.0161
S -1.0243 -2.1701 -0.7857
C -0.2116 -3.5002 0.2057
C 0.9175 -4.2551 -0.4695
C 2.0968 -3.3542 -0.8393
C 2.9643 -2.9762 0.3470
S 3.8361 -1.3658 0.0410
O 2.6696 -0.4261 -0.1638
C 4.3507 -1.7450 -1.6424
C 5.4455 -2.5704 -1.8335
C 5.8082 -2.9116 -3.1252
C 5.0940 -2.4146 -4.2049
C 4.0237 -1.5581 -4.0026
C 3.6484 -1.2207 -2.7123
C -1.1000 -3.0221 -2.3994
C -0.2391 -2.6460 -3.4160
C -0.3661 -3.2298 -4.6661
C -1.3594 -4.1710 -4.8927
C -2.2275 -4.5351 -3.8730
C -2.1006 -3.9569 -2.6197
H -1.0370 -4.1639 0.4585
H 0.1176 -2.9961 1.1139
H 0.5456 -4.7422 -1.3732
H 1.2621 -5.0433 0.2035
H 1.7128 -2.4301 -1.2733
H 2.7046 -3.8545 -1.5941
H 3.7399 -3.7076 0.5637
H 2.3762 -2.7894 1.2473
H 5.9984 -2.9449 -0.9862
H 6.6437 -3.5721 -3.2899
H 5.3814 -2.6924 -5.2061
H 3.4849 -1.1558 -4.8475
H 2.8129 -0.5515 -2.5266
H 0.5186 -1.9000 -3.2187
H 0.3097 -2.9464 -5.4593
H -1.4538 -4.6234 -5.8676
H -3.0058 -5.2615 -4.0542
H -2.7731 -4.2287 -1.8202
C -2.8937 1.7996 -4.7403
N -2.4709 1.2677 -3.3707
C -2.7833 2.3485 -2.3414
N -2.1749 3.5720 -2.6924
C -2.5952 4.0227 -4.0093
N -2.2718 3.0338 -5.0225
C -0.8441 2.9208 -5.2493
P 0.1109 2.3633 -3.7323
C -1.0332 0.9214 -3.3379
C -0.7345 3.5466 -2.5517
H -3.9807 1.9269 -4.7207
H -2.6289 1.0542 -5.4952
H -3.0199 0.4312 -3.1593
H -2.4113 2.0117 -1.3669
H -3.8707 2.4651 -2.3075
H -2.0891 4.9592 -4.2419
H -3.6743 4.1987 -4.0106
H -0.4451 3.8877 -5.5644
H -0.6628 2.2208 -6.0695
H -0.7679 0.5481 -2.3375
H -0.8534 0.1245 -4.0649
H -0.3337 4.5491 -2.7203
H -0.4846 3.2616 -1.5216
```